(1)
11
Properties=species:S:1:pos:R:3:mulliken_charge:R:1 method="wB97M-V/def2-TZVPD" e_tot_ev=-7661.50288 fmax_ev_per_a=0.206 smiles=Cc1c[nH]nn1 gap_ev=10.41 relative_energy_kcal_mol=22.0 e_homo_ev=-9.528
C -1.7003 -0.2494 0.0468 -0.97
C -0.2109 -0.1728 0.1399 0.35
C 0.6748 0.6346 -0.5277 -0.19
N 1.8818 0.2604 -0.0424 0.21
N 1.7655 -0.7089 0.8681 -0.58
N 0.5042 -0.9758 0.9820 -0.22
H -2.0949 0.5767 -0.5515 0.29
H -2.0198 -1.1897 -0.4148 0.24
H -2.1473 -0.1985 1.0440 0.28
H 0.5503 1.4086 -1.2715 0.39
H 2.7967 0.6149 -0.2728 0.21

***

(2)
170
Properties=species:S:1:pos:R:3:lowdin_spin:R:1 method="wB97M-V/def2-TZVPD" charge=+1 e_tot_ev=-120822.88708 fmax_ev_per_a=3.876 gap_ev="2.47 / 7.14" spin_multiplicity=2 e_homo_ev="-4.879 / -9.684"
C 0.0778 -18.7796 3.2264 0.01
C 0.3508 -18.8529 1.7407 0.01
N 0.5706 -17.4775 1.2284 0.14
C -0.4106 -16.5505 1.1201 -0.01
C 0.1474 -15.3239 0.8484 0.03
N 1.5487 -15.4873 0.8542 0.21
C 1.7834 -16.8076 1.0032 0.43
C 2.4651 -14.5220 0.4757 0.03
H 0.8435 -18.2194 3.7631 0.00
H -0.2665 -19.7099 3.6782 0.00
H -0.8800 -18.2886 3.3986 0.00
H -0.4505 -19.2798 1.1376 0.00
H 1.1370 -19.5078 1.3647 0.00
H -1.4355 -16.8910 1.1214 0.00
H -0.2962 -14.3520 0.6901 0.02
H 2.7824 -17.2070 1.0977 0.04
H 3.5031 -14.8538 0.4533 0.01
H 2.4049 -13.7673 1.2599 0.00
H 2.2311 -14.1019 -0.5025 0.02
C 8.3614 -13.6568 3.9382 0.00
N 7.9609 -14.1069 2.5316 0.00
C 6.4403 -13.8187 2.3455 0.00
C 8.8583 -13.4463 1.5491 0.00
C 8.2662 -15.6591 2.5696 0.00
C 8.0365 -16.4965 1.3789 0.00
O 8.7555 -16.1212 0.2536 0.00
H 9.4277 -13.8083 4.1057 0.00
H 7.7948 -14.1893 4.7021 0.00
H 8.0622 -12.6096 3.8941 0.00
H 6.1458 -14.3628 1.4480 0.00
H 6.3973 -12.7650 2.0699 0.00
H 5.8413 -14.0204 3.2335 0.00
H 8.4733 -13.6383 0.5476 0.00
H 9.8847 -13.6783 1.8334 0.00
H 8.8498 -12.3684 1.7107 0.00
H 7.7431 -16.1021 3.4171 0.00
H 9.2802 -15.6947 2.9680 0.00
H 6.9689 -16.5264 1.1612 0.00
H 8.3607 -17.5146 1.5945 0.00
H 9.6718 -16.4048 0.2944 0.00
C 2.2781 -6.9333 5.4085 0.00
N 1.7913 -6.2448 6.7288 0.00
C 1.3382 -7.3244 7.6945 0.00
C 3.0156 -5.5080 7.4190 0.00
C 0.5957 -5.2656 6.4919 0.00
C 0.8654 -4.0489 5.6722 0.00
O 1.0845 -4.3083 4.2822 0.00
H 1.5170 -6.8857 4.6298 0.00
H 2.6136 -7.9497 5.6146 0.00
H 3.0784 -6.3184 4.9968 0.00
H 0.9017 -6.8680 8.5829 0.00
H 2.1764 -7.9538 7.9935 0.00
H 0.5874 -7.9549 7.2180 0.00
H 3.8833 -6.0760 7.7547 0.00
H 2.5291 -5.0398 8.2746 0.00
H 3.3775 -4.6610 6.8362 0.00
H 0.3390 -4.9212 7.4937 0.00
H -0.2525 -5.8196 6.0896 0.00
H 1.7067 -3.4669 6.0483 0.00
H -0.0487 -3.4560 5.7049 0.00
H 1.0919 -3.4675 3.8189 0.00
C -2.3798 -11.6172 -0.3141 0.00
N -2.8494 -10.3672 0.4357 0.00
C -3.8079 -10.7759 1.5357 0.00
C -1.6584 -9.6482 1.1388 0.00
C -3.4807 -9.3572 -0.5690 0.00
C -4.7192 -9.9232 -1.3519 0.00
O -5.9865 -9.9691 -0.6022 0.00
H -2.0591 -11.4180 -1.3367 0.00
H -3.2687 -12.2472 -0.3467 0.00
H -1.6029 -12.0994 0.2791 0.00
H -3.2646 -11.3972 2.2477 0.00
H -4.6343 -11.3592 1.1297 0.00
H -4.0937 -9.8364 2.0087 0.00
H -0.9462 -9.4596 0.3355 0.00
H -1.2329 -10.1496 2.0081 0.00
H -2.1405 -8.7152 1.4305 0.00
H -2.6738 -9.2442 -1.2931 0.00
H -3.7464 -8.5179 0.0736 0.00
H -4.5419 -10.8178 -1.9488 0.00
H -4.9173 -9.3211 -2.2387 0.00
H -6.7023 -10.2204 -1.1905 0.00
C 2.9689 -18.7980 8.8850 0.00
N 2.9400 -17.3377 8.2891 0.00
C 4.2558 -17.1264 7.5650 0.00
C 1.8968 -17.2715 7.1570 0.00
C 2.7235 -16.3049 9.3778 0.00
C 1.3752 -16.4392 10.0674 0.00
O 0.2996 -15.9878 9.2734 0.00
H 3.7195 -18.9607 9.6585 0.00
H 3.2210 -19.3638 7.9881 0.00
H 2.0136 -19.1614 9.2637 0.00
H 4.1065 -16.1243 7.1630 0.00
H 4.4837 -17.8460 6.7787 0.00
H 5.0080 -17.1095 8.3537 0.00
H 1.9917 -18.0040 6.3554 0.00
H 1.9008 -16.2686 6.7300 0.00
H 0.9771 -17.5593 7.6662 0.00
H 2.8550 -15.2969 8.9845 0.00
H 3.5714 -16.3735 10.0594 0.00
H 1.4116 -15.9360 11.0336 0.00
H 1.0915 -17.4712 10.2738 0.00
H -0.3149 -15.4873 9.8153 0.00
C 2.1362 -13.1078 3.9849 0.00
N 1.4613 -12.2965 5.1790 0.00
C 2.1693 -10.9153 5.3469 0.00
C -0.0387 -12.1022 4.7138 0.00
C 1.5636 -13.2071 6.4353 0.00
C 0.7280 -12.7476 7.6939 0.00
O -0.6328 -12.9831 7.4536 0.00
H 2.0285 -12.5199 3.0734 0.00
H 1.6826 -14.0983 4.0192 0.00
H 3.1872 -13.1170 4.2740 0.00
H 1.5859 -10.4430 6.1372 0.00
H 2.0791 -10.4651 4.3583 0.00
H 3.2286 -11.0570 5.5614 0.00
H -0.1558 -11.6478 3.7299 0.00
H -0.5745 -11.5436 5.4812 0.00
H -0.4376 -13.1158 4.7520 0.00
H 2.6233 -13.1894 6.6896 0.00
H 1.3348 -14.2188 6.1002 0.00
H 0.8862 -11.7361 8.0679 0.00
H 1.1160 -13.4171 8.4616 0.00
H -1.1683 -12.3387 7.9222 0.00
C -3.0414 -15.1295 7.7057 0.00
N -3.0426 -16.4795 6.9866 0.00
C -1.9194 -16.5481 5.9535 0.00
C -2.8758 -17.6012 7.9839 0.00
C -4.5138 -16.6721 6.2575 0.00
C -4.7754 -18.0486 5.4614 0.00
O -3.9966 -18.1339 4.2287 0.00
H -3.1640 -14.3708 6.9327 0.00
H -2.0555 -15.0935 8.1690 0.00
H -3.8158 -15.1532 8.4725 0.00
H -2.3059 -15.8608 5.2010 0.00
H -1.8417 -17.5832 5.6208 0.00
H -0.9669 -16.2476 6.3899 0.00
H -1.8828 -17.5201 8.4261 0.00
H -2.9541 -18.5491 7.4515 0.00
H -3.5839 -17.5597 8.8116 0.00
H -4.5709 -15.8133 5.5887 0.00
H -5.1996 -16.5682 7.0984 0.00
H -5.8104 -18.0704 5.1205 0.00
H -4.6519 -18.9463 6.0673 0.00
H -4.1684 -18.9528 3.7581 0.00
B 5.4028 -12.4611 6.6308 0.00
F 6.6522 -12.4550 7.2396 0.00
F 4.5396 -11.7689 7.4322 0.00
F 5.4520 -11.8533 5.3985 0.00
F 4.9369 -13.7509 6.5849 0.00
B 3.6101 -9.6257 1.7259 0.00
F 4.5583 -9.6563 2.6656 0.00
F 2.3362 -9.1730 2.1050 0.00
F 4.1275 -8.8495 0.7332 0.00
F 3.5240 -10.8437 1.1734 0.00
B -2.3266 -10.8094 9.2583 0.00
F -3.6648 -10.5740 9.0441 0.00
F -1.9815 -12.1279 9.5059 0.00
F -1.6815 -10.4945 8.0542 0.00
F -1.7399 -10.0061 10.1956 0.00
B 4.0807 -16.6620 3.6523 0.00
F 4.0279 -15.5068 2.8794 0.00
F 5.3269 -16.7783 4.2793 0.00
F 3.0235 -16.7038 4.5194 0.00
F 3.8956 -17.7490 2.8383 0.01
B 4.1090 -12.5473 10.3440 0.00
F 5.2477 -12.9232 9.7703 0.00
F 4.0747 -11.2172 10.1422 0.00
F 3.0172 -13.1364 9.7477 0.00
F 4.1387 -12.7940 11.7030 0.00

***

(3)
8
Properties=species:S:1:pos:R:3:mulliken_charge:R:1 method="wB97M-V/def2-TZVPD" e_tot_ev=-30935.29562 fmax_ev_per_a=3.067 smiles=N#CC#[N+][S-].N#CCl gap_ev="8.58 / 8.58" relative_energy_kcal_mol=51.3 e_homo_ev="-9.229 / -9.228"
N 0.5748 2.3848 -0.9679 -0.42
C 0.2427 1.7827 -0.0332 -0.09
C -0.1014 0.9061 0.9671 0.69
N -0.4882 0.2279 1.8475 -0.06
S -1.0273 -0.7706 2.8886 -0.13
N 1.0762 -1.4324 -0.5523 -0.35
C 0.3385 -1.4892 -1.4309 0.42
Cl -0.6153 -1.6094 -2.7189 -0.07

***

(4)
22
Properties=species:S:1:pos:R:3:mulliken_charge:R:1 method="wB97M-V/def2-TZVPD" e_tot_ev=-13033.97751 fmax_ev_per_a=3.407 gap_ev=8.44 e_homo_ev=-7.892
H -0.5316 3.5779 0.9346 0.21
N -0.8856 2.8636 0.3024 -0.69
C -0.4329 1.7311 0.1427 0.16
C 0.5988 0.9025 0.8480 1.08
N 1.2863 1.5154 1.8525 -0.47
C 0.5691 -0.3992 0.5310 -1.38
C -0.6232 -0.7314 -0.2682 0.30
C -1.8683 -1.1340 0.5966 -1.30
C -0.9905 0.6913 -0.8179 -0.07
N -1.4852 0.9799 -1.9672 -0.81
H -1.6127 0.1605 -2.4926 0.31
H 1.6430 2.4582 1.8200 0.17
H 1.7161 0.9103 2.5635 0.20
H 1.0279 -1.0779 1.1290 0.68
H -0.6260 -1.6120 -0.9424 0.58
H -2.5200 -0.3163 0.4685 0.35
H -1.5921 -1.1725 1.6831 0.28
H -2.1354 -2.1739 0.2433 0.35
H 0.4892 0.1897 -3.3990 0.01
B 1.0689 -0.1167 -2.4715 -0.28
N 1.7882 -0.5354 -1.5205 0.02
H 2.6013 -0.4907 -0.9377 0.29

***

(5)
120
Properties=species:S:1:pos:R:3:lowdin_spin:R:1 method="wB97M-V/def2-TZVPD" charge=+1 e_tot_ev=-103576.10131 fmax_ev_per_a=1.084 gap_ev="7.08 / 7.02" spin_multiplicity=2 relative_energy_kcal_mol=77.9 e_homo_ev="-10.187 / -10.402"
Re 0.3215 -0.6816 -0.5476 0.76
O 2.8566 -0.4944 2.5843 0.01
C 1.8701 -0.3747 1.9090 0.00
N 1.8988 -0.1930 0.5119 0.00
C 2.7156 0.9500 0.0709 0.01
O 3.9985 1.1503 0.6333 0.00
C 2.7764 0.8252 -1.4114 0.01
C 3.8137 1.2800 -2.1979 0.00
C 3.7045 1.1639 -3.5707 0.01
C 2.5789 0.5582 -4.1071 0.00
C 1.6156 0.0710 -3.2460 0.02
N 1.7017 0.2059 -1.9174 0.02
C 0.4949 -0.3332 2.4611 0.00
C 0.2419 -0.4502 3.8107 0.00
C -1.0497 -0.2190 4.2451 0.00
C -2.0184 0.1065 3.3091 0.00
C -1.6802 0.1590 1.9685 0.01
N -0.4337 -0.0512 1.5467 0.02
H 4.6796 1.7150 -1.7247 0.00
H 4.4967 1.5176 -4.2154 0.00
H 2.4479 0.4306 -5.1707 0.00
H 0.7585 -0.4547 -3.6153 0.00
H 1.0540 -0.6928 4.4806 0.00
H -1.2981 -0.2897 5.2939 0.00
H -3.0391 0.3036 3.6035 0.00
H -2.4156 0.3510 1.2116 0.00
N -0.8436 2.2586 -1.6200 0.02
P -0.3414 2.9619 -0.1614 0.01
C -1.0055 4.6456 -0.3382 0.00
C -0.4581 5.7149 0.3701 0.00
C -1.0481 6.9664 0.3201 0.00
C -2.1919 7.1736 -0.4408 0.00
C -2.7451 6.1176 -1.1462 0.00
C -2.1576 4.8600 -1.0929 0.00
C 1.4531 3.2267 -0.2036 0.00
C 2.1373 4.1438 -0.8921 0.00
C 3.6057 4.2841 -0.7575 0.00
C 4.3216 3.5496 0.0946 0.00
C 3.6789 2.5308 0.9809 0.00
C 2.2072 2.2850 0.6704 0.00
P -1.4055 0.6454 -1.7642 0.01
C -1.6544 0.6812 -3.5948 0.00
C -1.3268 -0.3227 -4.5053 0.00
C -1.5819 -0.1630 -5.8594 0.00
C -2.1993 0.9863 -6.3268 0.00
C -2.5666 1.9766 -5.4314 0.00
C -2.2984 1.8247 -4.0801 0.00
C -3.1413 0.7589 -1.1876 0.00
C -4.1394 -0.0394 -1.7470 0.00
C -5.4470 0.0454 -1.2926 0.00
C -5.7812 0.9430 -0.2878 0.00
C -4.8076 1.7808 0.2330 0.00
C -3.4989 1.6941 -0.2212 0.00
H -0.6484 2.7284 -2.4970 0.00
H 0.4352 5.5781 0.9681 0.00
H -0.6153 7.7867 0.8761 0.00
H -2.6487 8.1522 -0.4811 0.00
H -3.6385 6.2681 -1.7369 0.00
H -2.6097 4.0407 -1.6341 0.00
H 1.6223 4.8555 -1.5254 0.00
H 4.0977 5.0420 -1.3500 0.00
H 5.3837 3.7242 0.2034 0.00
H 3.9444 2.6962 2.0277 0.00
H 1.6438 2.0382 1.5718 0.00
H -0.8851 -1.2447 -4.1632 0.00
H -1.3084 -0.9518 -6.5454 0.00
H -2.4060 1.1054 -7.3810 0.00
H -3.0722 2.8676 -5.7756 0.00
H -2.6300 2.5938 -3.3962 0.00
H -3.8972 -0.7275 -2.5423 0.00
H -6.2083 -0.5854 -1.7290 0.00
H -6.7988 1.0056 0.0720 0.00
H -5.0584 2.5122 0.9887 0.00
H -2.7622 2.3779 0.1977 0.00
O -1.8038 -2.0057 -2.1831 0.02
C -1.9812 -2.4973 -1.0549 0.00
N -2.7758 -3.5297 -0.7566 0.00
C -2.7257 -3.8302 0.6676 0.00
C -1.5965 -2.8451 1.0917 0.00
O -1.0864 -2.8243 2.1824 0.00
N -1.2854 -2.0429 0.0130 0.00
C -2.2658 -5.2532 0.9343 0.00
C -1.4262 -5.8971 0.0305 0.00
C -0.9417 -7.1666 0.3062 0.00
C -1.2853 -7.7987 1.4925 0.00
C -2.1115 -7.1536 2.4006 0.00
C -2.5986 -5.8851 2.1241 0.00
C -4.0639 -3.4823 1.3050 0.00
C -4.2259 -2.4467 2.2118 0.00
C -5.4910 -2.1276 2.6935 0.00
C -6.6009 -2.8400 2.2744 0.00
C -6.4434 -3.8874 1.3737 0.00
C -5.1841 -4.2057 0.8992 0.00
H -3.4356 -3.9066 -1.4163 0.00
H -1.1564 -5.4119 -0.8978 0.00
H -0.3008 -7.6640 -0.4083 0.00
H -0.9136 -8.7903 1.7073 0.00
H -2.3822 -7.6396 3.3270 0.00
H -3.2409 -5.3873 2.8380 0.00
H -3.3687 -1.8966 2.5625 0.00
H -5.6029 -1.3204 3.4053 0.00
H -7.5818 -2.5940 2.6556 0.00
H -7.3007 -4.4610 1.0515 0.00
H -5.0661 -5.0376 0.2151 0.00
C 2.2038 -3.7012 -3.6606 0.00
Si 2.5959 -3.1740 -1.9200 0.01
C 4.0799 -2.0633 -1.9452 0.00
C 3.0202 -4.6435 -0.8682 0.00
C 0.9954 -2.5294 -1.1769 0.04
H 3.0806 -4.0986 -4.1724 0.00
H 1.8386 -2.8525 -4.2451 0.00
H 1.4305 -4.4698 -3.6750 0.00
H 4.9468 -2.6855 -2.1757 0.00
H 4.2729 -1.5956 -0.9785 0.00
H 4.0196 -1.2931 -2.7116 0.00
H 3.9045 -5.1549 -1.2513 0.00
H 2.2018 -5.3638 -0.8300 0.00
H 3.2344 -4.3300 0.1550 0.00
H 0.8687 -3.0634 -0.2219 0.01
H 0.2117 -2.9430 -1.8231 0.01

***

(6)
76
Properties=species:S:1:pos:R:3:lowdin_spin:R:1 method="wB97M-V/def2-TZVPD" charge=-1 e_tot_ev=-72776.85785 fmax_ev_per_a=0.960 gap_ev="6.27 / 6.88" spin_multiplicity=2 relative_energy_kcal_mol=6.8 e_homo_ev="-3.766 / -4.462"
Ag -0.3237 -0.1972 1.4489 0.03
C -1.9886 4.1867 4.3134 0.00
N -2.8333 3.0417 4.0818 0.00
C -4.0271 2.7549 4.7101 0.00
C -4.4723 1.6030 4.1706 0.00
N -3.5694 1.1670 3.2221 0.00
B -3.7978 -0.1103 2.3498 0.00
N -3.5430 -1.3818 3.2357 0.00
C -4.4063 -1.7803 4.2358 0.00
C -4.0128 -2.9771 4.7127 0.00
N -2.8876 -3.3289 3.9953 0.00
C -2.1299 -4.5488 4.1230 0.00
C -2.6105 -2.3483 3.0833 0.00
S -1.3083 -2.5135 2.0135 0.00
C -2.5623 2.0690 3.1573 0.00
S -1.2016 2.1846 2.1589 0.00
H -2.4056 4.7762 5.1277 0.00
H -1.9185 4.7911 3.4086 0.00
H -0.9794 3.8608 4.5635 0.00
H -4.4521 3.3905 5.4670 0.00
H -5.3816 1.0705 4.3824 0.00
H -4.9633 -0.1281 2.0322 0.00
H -3.0439 -0.1085 1.4253 0.00
H -5.2470 -1.1802 4.5326 0.00
H -4.4248 -3.6017 5.4855 0.00
H -2.5598 -5.1463 4.9247 0.00
H -1.0865 -4.3248 4.3428 0.00
H -2.1533 -5.1051 3.1859 0.00
C 2.7776 0.3494 3.3435 0.02
C 2.9337 0.0284 1.8537 0.03
O 4.0465 -0.3362 1.4136 0.01
N 1.8235 0.1937 1.1504 0.37
Te 1.6822 -0.8476 -0.7244 0.26
C 2.1897 -1.6517 -2.8747 0.16
C 3.5131 -1.8563 -3.2800 0.01
C 4.6936 -1.4851 -2.4091 0.01
C 3.7915 -2.4425 -4.5162 0.00
C 2.7835 -2.8631 -5.3649 0.00
C 3.0789 -3.4877 -6.7039 0.00
C 1.4708 -2.7106 -4.9347 0.01
C 1.1639 -2.1268 -3.7104 0.02
C -0.2940 -2.0199 -3.3357 0.01
C 1.0318 1.0497 -1.4874 0.01
C -0.3128 1.3985 -1.6436 0.00
C -1.4838 0.4632 -1.4637 0.00
C -0.6417 2.7140 -1.9821 0.00
C 0.3172 3.6913 -2.1539 0.00
C -0.0558 5.1101 -2.4934 0.00
C 1.6506 3.3298 -1.9930 0.00
C 2.0221 2.0348 -1.6680 0.00
C 3.4869 1.7266 -1.5159 0.01
H 3.7473 0.3077 3.8358 0.00
H 2.1094 -0.3883 3.7911 0.00
H 2.3315 1.3360 3.4701 0.00
H 4.3819 -1.2519 -1.3927 0.01
H 5.2250 -0.6209 -2.8158 0.00
H 5.4040 -2.3137 -2.3691 0.00
H 4.8294 -2.5803 -4.8095 0.00
H 4.1508 -3.5034 -6.9024 0.00
H 2.5920 -2.9299 -7.5064 0.00
H 2.7081 -4.5143 -6.7457 0.00
H 0.6601 -3.0661 -5.5660 0.00
H -0.8835 -2.7669 -3.8698 0.00
H -0.6812 -1.0342 -3.5960 0.00
H -0.4367 -2.1696 -2.2673 0.00
H -1.1913 -0.4927 -1.0335 0.00
H -1.9678 0.2629 -2.4221 0.00
H -2.2247 0.9265 -0.8105 0.00
H -1.6907 2.9717 -2.0924 0.00
H -1.1375 5.2432 -2.4745 0.00
H 0.3040 5.3797 -3.4890 0.00
H 0.3880 5.8054 -1.7786 0.00
H 2.4197 4.0878 -2.1063 0.00
H 4.0835 2.6340 -1.6205 0.00
H 3.8004 1.0184 -2.2837 0.00
H 3.6994 1.2816 -0.5414 0.00